{"formula": "C4H10NO", "method": "ωB97M-V/def2-TZVPD", "symbols": ["C", "O", "C", "C", "C", "N", "H", "H", "H", "H", "H", "H", "H", "H", "H", "H"], "xyz": [[1.15, -1.01, 0.31], [2.23, -0.93, -0.47], [0.14, 0.19, 0.16], [-1.27, -0.19, 0.58], [-2.16, 1.06, 0.66], [0.19, 0.60, -1.23], [1.33, -1.00, 1.41], [0.50, -1.92, 0.16], [0.54, 1.02, 0.77], [-1.22, -0.74, 1.53], [-1.68, -0.84, -0.19], [-1.72, 1.81, 1.32], [-2.38, 1.45, -0.34], [-3.18, 0.86, 1.00], [1.04, 0.12, -1.57], [0.05, 1.55, -1.50]], "lowdin_spin": [0.00, 0.00, 0.01, 0.04, 0.50, 0.01, 0.00, 0.00, 0.01, 0.02, 0.01, 0.10, 0.09, 0.17, 0.00, 0.03], "total_charge": -2, "e_above_lowest_kcal_mol": 0.0, "multiplicity": 2}

***

{"formula": "C4H10NO", "method": "ωB97M-V/def2-TZVPD", "symbols": ["C", "C", "N", "C", "C", "O", "H", "H", "H", "H", "H", "H", "H", "H", "H", "H"], "xyz": [[-1.05, 1.67, -0.85], [-1.09, 0.13, -1.04], [0.06, -0.63, -0.60], [0.24, -0.59, 0.84], [1.59, -1.22, 1.17], [2.65, -0.67, 0.53], [-0.99, 2.20, -1.80], [-1.85, 2.05, -0.21], [-0.14, 1.89, -0.31], [-1.41, -0.11, -2.05], [-1.97, -0.25, -0.51], [0.91, -0.27, -1.03], [0.20, 0.39, 1.33], [-0.56, -1.23, 1.24], [1.59, -2.30, 1.06], [1.83, -1.07, 2.23]], "lowdin_spin": [0.00, 0.00, 0.00, 0.00, 0.11, 0.81, 0.00, 0.00, 0.00, 0.00, 0.00, 0.00, 0.00, 0.00, 0.03, 0.05], "total_charge": 0, "e_above_lowest_kcal_mol": 16.6, "multiplicity": 2}

***

{"formula": "C4H10NO", "method": "ωB97M-V/def2-TZVPD", "symbols": ["C", "O", "N", "C", "C", "C", "H", "H", "H", "H", "H", "H", "H", "H", "H", "H"], "xyz": [[-1.50, 0.51, -1.33], [-1.17, 0.17, 0.04], [0.11, -0.03, 0.45], [0.83, 1.21, 0.89], [0.86, -1.25, -0.32], [0.39, -1.39, 1.09], [-0.81, 1.23, -1.53], [-2.51, 0.86, -1.26], [-1.56, -0.32, -2.18], [0.37, 1.94, 0.17], [0.56, 1.57, 1.94], [1.88, 1.18, 0.70], [1.79, -0.87, -0.66], [0.15, -1.52, -1.13], [-0.50, -1.88, 1.33], [1.10, -1.42, 1.81]], "lowdin_charge": [0.00, -0.12, -0.23, 0.07, 0.11, 0.05, 0.05, 0.10, 0.15, 0.12, 0.14, 0.09, 0.12, 0.12, 0.13, 0.10], "total_charge": 1, "smiles": "CO[N+]1(C)CC1", "e_above_lowest_kcal_mol": 105.2}

***

{"formula": "C4H10NO", "method": "ωB97M-V/def2-TZVPD", "symbols": ["C", "C", "C", "C", "N", "O", "H", "H", "H", "H", "H", "H", "H", "H", "H", "H"], "xyz": [[0.68, -1.04, -0.73], [0.89, 0.36, -0.24], [2.15, 0.89, 0.46], [-2.41, 0.25, 0.28], [-0.01, -0.54, 0.39], [-3.02, 0.16, -0.87], [0.05, -1.19, -1.60], [1.42, -1.81, -0.55], [0.22, 1.01, -0.84], [2.27, 2.06, 0.61], [3.08, 0.49, 0.07], [2.15, 0.43, 1.44], [-2.27, -0.62, 0.96], [-2.08, 1.23, 0.55], [0.30, -0.98, 1.29], [-3.43, -0.70, -1.21]], "lowdin_charge": [-0.11, -0.33, -0.03, 0.15, -0.05, 0.13, 0.11, 0.12, 0.14, 0.13, 0.08, 0.06, 0.13, 0.12, 0.16, 0.20], "total_charge": 1, "e_above_lowest_kcal_mol": 89.2}

***

{"formula": "C4H10NO", "method": "ωB97M-V/def2-TZVPD", "symbols": ["C", "C", "C", "C", "N", "O", "H", "H", "H", "H", "H", "H", "H", "H", "H", "H"], "xyz": [[-3.24, 0.71, -0.25], [-2.03, 0.68, 0.21], [2.45, 0.63, 0.01], [1.29, -1.47, 0.28], [1.68, -0.50, -0.42], [-1.17, -0.42, 0.14], [-3.72, 1.60, -0.16], [-3.68, -0.08, -0.79], [-1.55, 1.58, 0.54], [3.28, 0.72, -0.63], [1.73, 1.54, -0.12], [2.86, 0.57, 1.13], [1.64, -1.59, 1.27], [0.76, -2.43, 0.09], [-1.59, -1.22, 0.08], [1.28, -0.30, -1.39]], "lowdin_charge": [0.05, -0.23, -0.02, 0.14, -0.03, -0.04, 0.04, 0.07, 0.11, 0.08, 0.14, 0.16, 0.11, 0.15, 0.06, 0.22], "total_charge": 1, "e_above_lowest_kcal_mol": 67.1}

***

{"formula": "C4H10NO", "method": "ωB97M-V/def2-TZVPD", "symbols": ["C", "C", "C", "O", "C", "N", "H", "H", "H", "H", "H", "H", "H", "H", "H", "H"], "xyz": [[0.10, -1.67, -0.84], [-0.25, -0.51, 0.12], [0.37, -0.46, 1.53], [0.91, 0.83, 1.43], [0.46, 0.85, -0.20], [-0.53, 1.90, -0.47], [0.52, -2.61, -0.26], [0.87, -1.28, -1.62], [-0.75, -2.11, -1.43], [-1.40, -0.43, 0.17], [-0.50, -0.50, 2.28], [1.12, -1.19, 1.71], [1.40, 0.86, -0.85], [-0.65, 1.96, -1.48], [-0.24, 2.85, -0.06], [-1.42, 1.52, -0.04]], "lowdin_charge": [-0.06, -0.31, -0.20, -0.06, -0.12, 0.23, 0.13, 0.10, 0.08, 0.16, 0.15, 0.12, 0.19, 0.18, 0.22, 0.19], "total_charge": 1, "smiles": "C[C@H]1CO[C@@H]1[NH3+]", "e_above_lowest_kcal_mol": 69.9}

***

{"formula": "C4H10NO", "method": "ωB97M-V/def2-TZVPD", "symbols": ["C", "C", "C", "C", "N", "H", "H", "H", "H", "H", "H", "H", "H", "H", "H", "O"], "xyz": [[-0.59, -1.55, 0.59], [0.31, -1.18, -0.60], [0.22, -1.74, -1.80], [1.09, 1.06, 0.25], [1.06, 0.04, -0.54], [-0.15, -0.96, 1.38], [-0.45, -2.61, 0.84], [-1.66, -1.39, 0.36], [0.89, -1.44, -2.60], [-0.50, -2.57, -1.93], [1.27, 2.01, -0.23], [0.71, 0.87, 1.24], [1.44, 0.24, -1.47], [-1.16, 3.32, 2.23], [-1.58, 3.09, 0.82], [-0.91, 2.80, 1.46]], "lowdin_charge": [0.00, -0.31, 0.13, 0.19, 0.07, 0.06, 0.10, 0.11, 0.09, 0.11, 0.13, 0.10, 0.16, 0.06, 0.05, -0.05], "total_charge": 1, "e_above_lowest_kcal_mol": 43.4}

***

{"formula": "C4H10NO", "method": "ωB97M-V/def2-TZVPD", "symbols": ["C", "C", "C", "C", "N", "O", "H", "H", "H", "H", "H", "H", "H", "H", "H", "H"], "xyz": [[2.57, 0.36, 0.31], [-0.16, -0.28, 0.00], [-0.61, -1.68, -0.03], [-2.25, 1.02, -0.19], [-0.76, 0.85, -0.17], [3.65, 0.23, -0.31], [1.83, 1.17, 0.11], [2.13, -0.10, 1.21], [-1.35, -1.68, -0.87], [-1.03, -1.89, 1.04], [0.06, -2.42, -0.41], [-2.35, 1.95, 0.28], [-2.76, 1.05, -1.18], [-2.77, 0.14, 0.39], [4.16, -0.46, 0.13], [-0.36, 1.76, -0.30]], "lowdin_charge": [0.02, -0.12, -0.08, -0.03, -0.03, 0.17, 0.08, 0.10, 0.10, 0.14, 0.06, 0.06, 0.11, 0.13, 0.16, 0.13], "total_charge": 1, "e_above_lowest_kcal_mol": 121.5}

***

{"formula": "C4H10NO2", "method": "ωB97M-V/def2-TZVPD", "symbols": ["C", "O", "C", "N", "H", "H", "H", "H", "H", "H", "C", "C", "O", "H", "H", "H", "H"], "xyz": [[-0.65, -1.37, -1.12], [0.71, -1.21, -0.83], [-1.42, -0.18, -0.50], [-2.88, -0.26, -0.75], [-0.90, -1.44, -2.23], [-1.02, -2.31, -0.68], [-1.23, -0.12, 0.60], [-1.03, 0.73, -0.98], [-3.01, -0.60, -1.69], [-3.22, -0.97, -0.13], [2.48, 1.81, 1.88], [2.04, 0.79, 1.13], [1.39, 1.01, -0.08], [3.25, 1.63, 2.68], [2.13, 2.78, 1.72], [2.25, -0.28, 1.35], [1.12, 0.00, -0.37]], "lowdin_charge": [-0.41, -0.32, -0.29, -0.04, 0.09, 0.08, 0.12, 0.09, 0.03, 0.03, -0.07, -0.31, -0.12, 0.03, 0.00, 0.11, -0.02], "total_charge": -1, "e_above_lowest_kcal_mol": 64.0}

***

{"formula": "C4H10NO2", "method": "ωB97M-V/def2-TZVPD", "symbols": ["N", "C", "C", "O", "C", "C", "O", "H", "H", "H", "H", "H", "H", "H", "H", "H", "H"], "xyz": [[1.25, 0.18, -0.92], [-0.12, 0.13, -0.42], [-1.09, -0.50, -1.47], [-0.33, -1.05, -2.59], [-0.26, -0.40, 0.98], [0.16, 0.67, 2.02], [1.38, 1.22, 1.86], [1.65, 1.10, -0.94], [1.81, -0.46, -0.38], [-0.42, 1.18, -0.29], [-1.70, -1.25, -0.97], [-1.62, 0.30, -1.99], [0.58, -0.77, -2.29], [0.48, -1.22, 1.18], [-1.20, -0.90, 1.24], [0.04, 0.23, 3.04], [-0.62, 1.51, 1.93]], "lowdin_charge": [0.04, -0.39, -0.20, -0.17, -0.20, -0.57, -0.36, 0.08, 0.07, 0.13, 0.09, 0.10, 0.04, 0.11, 0.09, 0.07, 0.08], "total_charge": -1, "smiles": "N[C@@H](CO)CC[O-]", "e_above_lowest_kcal_mol": 70.9}

***

{"formula": "C4H10NO2", "method": "ωB97M-V/def2-TZVPD", "symbols": ["C", "C", "C", "C", "N", "O", "O", "H", "H", "H", "H", "H", "H", "H", "H", "H", "H"], "xyz": [[-1.35, -0.06, -0.42], [0.71, 0.84, 0.33], [-0.22, -0.92, -0.91], [0.82, 1.30, 1.72], [0.92, -0.61, 0.02], [-1.98, 0.64, -1.40], [-0.46, -2.28, -0.96], [-1.91, -0.35, 0.39], [0.92, 1.41, -0.65], [0.15, -0.57, -1.93], [-0.13, 1.14, 2.30], [0.89, 2.46, 1.72], [1.64, 0.94, 2.27], [1.74, -1.00, -0.49], [0.96, -1.29, 0.76], [-2.83, 1.01, -1.19], [0.13, -2.65, -1.56]], "lowdin_charge": [-0.04, -0.10, -0.34, -0.09, 0.06, 0.08, 0.09, 0.12, 0.16, 0.20, 0.10, 0.13, 0.06, 0.19, 0.18, 0.12, 0.08], "total_charge": 1, "e_above_lowest_kcal_mol": 112.2}

***

{"formula": "C4H10NO2", "method": "ωB97M-V/def2-TZVPD", "symbols": ["C", "C", "C", "C", "N", "O", "O", "H", "H", "H", "H", "H", "H", "H", "H", "H", "H"], "xyz": [[-0.34, -2.07, 0.23], [-1.37, 1.59, 0.64], [2.14, 0.56, -0.47], [0.09, -0.78, -0.39], [-1.40, 0.41, -0.06], [-2.41, -0.09, -0.50], [1.12, -0.18, 0.17], [-0.24, -1.96, 1.30], [-1.33, -2.46, -0.13], [0.22, -2.89, -0.06], [-0.74, 2.25, 0.01], [-0.74, 1.66, 1.51], [-2.17, 2.23, 0.98], [2.07, 1.53, -0.18], [2.19, 0.54, -1.54], [3.04, 0.16, -0.01], [-0.11, -0.52, -1.51]], "lowdin_charge": [0.01, -0.01, 0.00, -0.18, -0.10, 0.17, -0.07, 0.11, 0.12, 0.08, 0.15, 0.12, 0.12, 0.06, 0.11, 0.12, 0.19], "total_charge": 1, "e_above_lowest_kcal_mol": 136.3}

***

{"formula": "C4H10NO2", "method": "ωB97M-V/def2-TZVPD", "symbols": ["C", "C", "C", "C", "N", "O", "O", "H", "H", "H", "H", "H", "H", "H", "H", "H", "H"], "xyz": [[0.02, -0.51, -0.18], [0.97, 0.07, 0.55], [2.46, -0.28, 0.48], [-2.68, -0.06, 0.87], [-1.43, -0.19, -0.29], [0.64, 1.10, 1.36], [-2.90, 1.06, 1.14], [-0.75, 0.12, -2.75], [2.94, 0.20, 1.29], [2.86, -1.32, 0.53], [2.84, 0.09, -0.46], [-2.98, -1.00, 1.39], [-0.65, 0.63, -3.28], [-1.60, 0.71, -0.61], [-1.63, -0.72, -1.14], [1.45, 1.27, 1.92], [0.44, -1.17, -0.80]], "lowdin_charge": [-0.05, -0.33, 0.02, -0.02, 0.12, 0.08, 0.19, 0.02, 0.06, 0.12, 0.10, 0.17, 0.09, 0.09, 0.13, 0.14, 0.08], "total_charge": 1, "e_above_lowest_kcal_mol": 106.0}

***

{"formula": "C4H10NO2PS", "method": "ωB97M-V/def2-TZVPD", "symbols": ["C", "C", "C", "C", "N", "O", "O", "P", "S", "H", "H", "H", "H", "H", "H", "H", "H", "H", "H"], "xyz": [[1.21, 1.36, 1.16], [2.12, 0.23, 1.04], [-2.07, 1.74, -0.57], [-0.04, -2.67, -0.49], [0.71, 0.04, 1.07], [-1.75, 0.50, 0.04], [-0.98, -1.67, -0.05], [-0.41, -0.22, -0.43], [0.39, 0.09, -2.21], [1.14, 1.83, 2.12], [0.98, 1.89, 0.27], [2.64, 0.01, 0.00], [2.52, -0.29, 1.89], [-1.36, 1.99, -1.28], [-2.25, 2.35, 0.24], [-3.10, 1.81, -1.11], [-0.74, -3.40, -0.83], [0.41, -3.20, 0.42], [0.57, -2.37, -1.29]], "lowdin_spin": [0.06, 0.05, 0.02, 0.01, 0.58, 0.07, 0.02, 0.28, 0.82, 0.01, 0.03, 0.03, 0.02, 0.01, 0.00, 0.00, 0.00, 0.00, 0.00], "total_charge": 0, "e_above_lowest_kcal_mol": 38.6, "multiplicity": 3}

***

In Da, the molar mass values for the records above are, in order, 88.13; 88.13; 88.13; 88.13; 88.13; 88.13; 88.13; 88.13; 104.13; 104.13; 104.13; 104.13; 104.13; 167.17.